{
  "formula": "C5H12N2O2",
  "method": "ωB97M-V/def2-TZVPD",
  "orbital_gap_ev": 9.54,
  "multiplicity": 1,
  "de_lowest_kcal_mol": 211.0,
  "total_charge": 0,
  "e_tot_ev": -12446.8344,
  "species": ["C", "C", "C", "C", "C", "H", "H", "H", "H", "H", "H", "H", "H", "H", "H", "H", "H", "N", "N", "O", "O"],
  "xyz": [[-2.431, -0.838, 0.971], [-1.173, -0.081, 0.126], [-1.656, 1.112, -0.410], [1.838, -1.005, -0.282], [3.138, -0.123, -0.058], [-1.850, -1.755, 1.645], [-2.994, 0.044, 1.503], [-3.054, -1.706, 0.011], [-0.450, 0.363, 0.918], [-2.469, 1.796, 0.074], [-1.989, 0.978, -1.506], [0.469, 1.283, -0.624], [-0.901, -0.874, -1.767], [1.434, -1.729, 0.616], [3.912, -0.784, 0.642], [3.381, 0.183, -1.103], [2.065, 1.555, 0.526], [-0.416, -0.986, -0.756], [0.920, -0.553, -1.023], [-0.517, 2.135, -0.402], [2.743, 0.985, 0.899]],
  "forces_ev_per_angstrom": [[2.3, -3.2, -2.2], [0.1, -3.0, 5.3], [-1.0, 6.6, -3.6], [-1.2, -0.2, 4.0], [-1.0, -1.5, 2.2], [-2.0, 3.1, -1.5], [0.7, -2.5, -0.9], [1.4, 3.3, 3.1], [-0.9, -1.5, -0.7], [1.2, -2.0, -0.3], [0.3, 0.2, 1.3], [-4.0, 3.7, 0.4], [1.3, -0.5, 3.0], [1.4, 1.3, -2.1], [-1.7, 2.0, -2.5], [0.7, 0.2, 1.2], [-0.1, 0.0, -0.4], [-1.7, -0.2, -3.2], [0.3, 1.2, -0.3], [3.1, -5.1, -1.3], [1.1, -2.0, -1.4]],
  "mulliken_charge": [-1.0180, -0.4184, -0.0119, 0.0790, -0.3801, 0.2710, 0.3229, 0.2394, 0.3721, 0.3374, 0.1320, 0.3147, 0.3815, 0.3280, 0.2724, 0.2858, 0.3188, -0.2757, -0.4634, -0.6215, -0.4660]
}


{
  "formula": "C11H12F3N6O8SSn",
  "method": "ωB97M-V/def2-TZVPD",
  "orbital_gap_ev": 8.19,
  "multiplicity": 1,
  "de_lowest_kcal_mol": 11.3,
  "total_charge": -1,
  "e_tot_ev": -61739.7667,
  "species": ["Sn", "N", "N", "C", "N", "N", "N", "O", "O", "H", "H", "H", "H", "H", "O", "S", "O", "N", "C", "O", "C", "C", "C", "C", "C", "C", "H", "H", "H", "H", "O", "F", "C", "F", "F", "C", "C", "O", "O", "H", "H", "H"],
  "xyz": [[-1.115, -0.564, 0.114], [-0.713, 2.077, 1.072], [-1.916, 2.718, 0.823], [-2.495, 2.433, -0.387], [-3.644, 3.084, -0.632], [-1.809, 1.637, -1.183], [-2.359, 1.288, -2.408], [-1.646, 0.614, -3.098], [-3.476, 1.681, -2.748], [-0.494, 1.984, 2.050], [0.055, 2.393, 0.494], [-2.006, 3.688, 1.096], [-4.169, 3.354, 0.183], [-4.151, 2.701, -1.424], [3.183, -3.591, 1.031], [3.238, -2.214, 1.432], [3.793, -1.920, 2.728], [1.802, -1.470, 1.240], [1.878, -0.505, 0.359], [0.928, 0.285, 0.062], [3.212, -0.346, -0.300], [3.582, 0.539, -1.295], [4.892, 0.483, -1.757], [5.796, -0.438, -1.233], [5.413, -1.331, -0.238], [4.110, -1.260, 0.207], [2.858, 1.233, -1.701], [5.216, 1.157, -2.540], [6.810, -0.464, -1.613], [6.106, -2.057, 0.166], [-0.742, -1.719, -1.242], [-1.564, -1.689, 2.828], [-1.248, -0.472, 2.322], [-2.210, 0.374, 2.761], [-0.116, -0.079, 2.954], [-3.682, -2.586, -0.053], [-4.134, -1.146, 0.002], [-5.309, -0.841, -0.082], [-3.198, -0.225, 0.158], [-4.537, -3.233, -0.222], [-3.216, -2.852, 0.901], [-2.921, -2.717, -0.828]],
  "forces_ev_per_angstrom": [[0.2, 0.5, 0.4], [-0.1, -0.2, -0.2], [-0.1, 0.1, -0.1], [-0.1, 0.2, 0.1], [0.0, -0.1, 0.0], [0.1, 0.0, 0.2], [0.0, 0.0, -0.2], [0.0, 0.0, 0.0], [0.0, -0.1, 0.0], [-0.1, 0.1, 0.0], [0.1, 0.0, 0.1], [0.0, 0.0, 0.1], [0.0, -0.1, 0.0], [0.0, 0.1, 0.0], [0.0, 0.0, 0.0], [0.1, -0.1, 0.1], [0.0, 0.0, 0.0], [0.0, 0.1, -0.1], [0.0, -0.1, 0.2], [0.1, 0.0, 0.0], [0.0, 0.0, 0.0], [0.0, 0.0, 0.0], [0.0, 0.0, 0.0], [0.0, 0.0, 0.0], [0.0, 0.0, 0.0], [0.0, 0.0, 0.0], [0.0, 0.0, 0.0], [0.0, 0.0, 0.0], [0.0, 0.0, 0.0], [0.0, 0.0, 0.0], [-0.1, -0.5, -0.3], [0.0, 0.0, 0.0], [0.2, -0.4, 0.0], [-0.1, 0.1, 0.1], [-0.1, 0.1, 0.0], [0.1, 0.0, 0.1], [-0.1, 0.3, 0.0], [0.0, 0.0, 0.0], [0.0, -0.2, 0.0], [0.0, 0.0, 0.0], [0.0, 0.0, 0.0], [0.0, 0.0, 0.0]],
  "mulliken_charge": [1.3799, -0.4344, -0.2386, 0.6584, -0.5028, -0.4083, 1.1020, -0.5615, -0.7817, 0.2883, 0.3046, 0.2532, 0.2416, 0.2860, -0.6733, 1.1291, -0.6946, -0.3958, 0.8335, -0.7163, 0.1474, -0.4880, -0.6059, -0.4250, -0.5162, -0.0121, 0.4944, 0.3729, 0.3737, 0.4145, -0.8301, -0.2994, 0.4841, -0.2623, -0.2204, -1.1461, 0.7011, -0.6869, -0.4991, 0.3009, 0.2686, 0.3644]
}


{
  "formula": "C5H11N2S",
  "method": "ωB97M-V/def2-TZVPD",
  "orbital_gap_ev": [7.39, 5.67],
  "multiplicity": 1,
  "de_lowest_kcal_mol": 103.1,
  "total_charge": 1,
  "e_tot_ev": -19168.4131,
  "species": ["C", "C", "C", "C", "C", "N", "N", "S", "H", "H", "H", "H", "H", "H", "H", "H", "H", "H", "H"],
  "xyz": [[-2.296, 0.342, -0.966], [0.603, 0.802, 0.125], [-0.386, -1.150, 1.367], [1.105, -1.554, -0.760], [0.337, -0.566, 0.106], [1.274, 1.475, -0.848], [0.001, 1.637, 0.987], [-3.123, 0.195, 0.268], [-1.891, 0.466, -1.979], [0.266, -2.031, 1.750], [-1.489, -1.334, 1.030], [-0.403, -0.430, 2.081], [1.292, -1.324, -1.750], [0.416, -2.366, -0.625], [2.045, -1.771, -0.382], [1.854, 0.995, -1.491], [1.395, 2.479, -0.792], [-0.985, 1.500, 1.116], [-0.015, 2.635, 0.762]],
  "forces_ev_per_angstrom": [[1.7, -0.3, -1.2], [-0.5, 0.9, -2.3], [0.9, -2.1, -3.8], [-2.8, 0.7, 1.8], [0.2, -0.3, 1.4], [0.2, -0.3, 0.5], [-1.3, 2.0, 1.2], [-1.0, 0.1, 0.5], [-0.5, 0.1, 0.7], [-1.8, 1.1, -0.7], [1.9, -0.5, 1.0], [-0.1, 2.0, 2.4], [-0.3, 0.7, -2.2], [0.4, -1.2, -0.7], [1.8, -0.6, 1.3], [0.5, -0.4, -0.4], [0.0, -0.4, 0.0], [-0.2, -1.0, 0.7], [1.0, -0.4, -0.1]],
  "mulliken_charge": [0.1680, 0.4018, -1.2259, -1.7757, 0.9629, -0.4081, -0.4920, -0.2076, 0.4396, 0.3702, 0.0838, 0.5595, 0.5350, 0.4082, 0.3826, 0.1842, 0.1936, 0.1222, 0.2977]
}


{
  "formula": "CH3Cl2PS",
  "method": "ωB97M-V/def2-TZVPD",
  "orbital_gap_ev": [9.55, 6.14],
  "multiplicity": 1,
  "de_lowest_kcal_mol": 85.7,
  "total_charge": 0,
  "e_tot_ev": -46252.6064,
  "species": ["C", "P", "S", "Cl", "Cl", "H", "H", "H"],
  "xyz": [[1.599, 1.329, -0.335], [-1.367, -0.850, 0.288], [-0.569, -2.367, 1.423], [-3.115, -0.578, 1.160], [-1.903, -1.878, -1.371], [1.521, 2.153, 0.487], [2.194, 0.463, -0.302], [1.640, 1.730, -1.351]],
  "forces_ev_per_angstrom": [[-0.2, 3.1, 0.2], [1.7, -1.1, 0.4], [0.2, 0.6, -0.2], [-1.5, 0.5, 0.6], [-0.2, -0.1, -0.8], [0.2, -2.1, -1.4], [0.5, -1.1, 0.9], [-0.5, 0.1, 0.3]],
  "mulliken_charge": [-0.8969, 0.5047, -0.1476, -0.1797, -0.1810, 0.2496, 0.3605, 0.2904]
}